Entry 1:
Formula: C7H12N
Source: the Open Molecules 2025 dataset
Level of theory: ωB97M-V/def2-TZVPD

Output
Max |F| = 4.3 eV/A
Energy = -328.303905 a.u.
Energy above the lowest of the compared OMol25 structures with the same formula, charge and spin = 3.398 eV
HOMO = -0.471 hartree
HOMO-LUMO gap = 7.626 eV
Structure (SMILES) = C=C=C(C)CC[NH+]=C
Lowest unoccupied orbital energy = -0.191 hartree

ORCA input file:
```
! wB97M-V def2-TZVPD RIJCOSX def2/J DEFGRID3
* xyz 1 1
C -0.807 0.436 -0.096
C -1.686 -0.515 -0.044
C 1.680 -1.515 0.654
C 0.313 0.675 -1.189
C 1.611 0.675 -0.499
C -1.106 1.618 0.864
C -2.533 -1.534 0.083
N 1.958 -0.710 -0.318
H 1.320 -1.292 1.581
H 2.052 -2.531 0.723
H 0.123 0.066 -2.029
H 0.139 1.728 -1.571
H 2.448 1.117 -1.130
H 1.478 1.191 0.442
H -0.301 2.419 0.935
H -1.345 1.084 1.865
H -2.044 2.165 0.573
H -2.239 -2.284 0.916
H 2.289 -1.085 -1.175
H -3.349 -1.708 -0.586
*
```

---

Entry 2:
Formula: C7H12N2
Source: the Open Molecules 2025 dataset
Level of theory: ωB97M-V/def2-TZVPD

Output
Max |F| = 3.4 eV/A
Energy = -383.225432 a.u.
Energy above the lowest of the compared OMol25 structures with the same formula, charge and spin = 5.382 eV
HOMO = -0.307 hartree
HOMO-LUMO gap = 9.319 eV
Structure (SMILES) = C[C@@]12C[C@H]1NC[C@@]21CN1
Lowest unoccupied orbital energy = 0.035 hartree

ORCA input file:
```
! wB97M-V def2-TZVPD RIJCOSX def2/J DEFGRID3
* xyz 0 1
C -0.891 -0.573 1.460
C -0.395 -0.677 0.107
C -1.309 -1.334 -0.841
C -1.164 0.183 -0.926
C 0.295 1.603 0.089
C 0.856 0.085 -0.119
C 2.200 -0.246 0.376
H -0.547 0.321 1.926
H -0.580 -1.404 2.053
H -1.949 -0.388 1.503
H -0.824 -1.706 -1.907
H -2.208 -1.878 -0.439
H -0.489 0.262 -1.762
H -1.556 2.221 -1.004
H 0.378 1.945 1.134
H 0.822 2.243 -0.648
H 2.296 -1.171 1.042
H 2.862 0.559 0.669
H 1.598 -1.280 -1.339
N -1.242 1.509 -0.287
N 1.847 -0.273 -1.086
*
```

---

Entry 3:
Formula: C7H12N2O2
Source: the Open Molecules 2025 dataset
Level of theory: ωB97M-V/def2-TZVPD

Output
Max |F| = 5.1 eV/A
Energy = -533.844365 a.u.
Energy above the lowest of the compared OMol25 structures with the same formula, charge and spin = 3.145 eV
HOMO = -0.337 hartree
HOMO-LUMO gap = 9.708 eV
Lowest unoccupied orbital energy = 0.019 hartree

ORCA input file:
```
! wB97M-V def2-TZVPD RIJCOSX def2/J DEFGRID3
* xyz 0 1
C -0.636 -0.226 -0.352
C -2.013 0.608 0.048
C 1.604 -0.491 -0.103
C 0.936 -1.857 -0.096
C 0.668 2.789 0.483
C -1.508 -2.496 0.258
C 0.649 1.797 -0.677
N 0.515 0.410 -0.456
N -0.497 -1.561 -0.217
O -2.871 0.820 -0.724
O -1.801 0.881 1.202
H 1.960 -0.252 0.820
H 2.518 -0.551 -0.865
H 1.140 -2.389 -0.933
H 1.268 -2.407 0.843
H 1.522 2.461 1.145
H 0.918 3.735 0.201
H -0.236 2.710 1.083
H -1.250 -3.391 -0.264
H -2.557 -2.039 0.106
H -1.548 -2.520 1.272
H -0.321 2.194 -1.322
H 1.539 1.775 -1.452
*
```

---

Entry 4:
Formula: C7H12N2O2S2
Source: the Open Molecules 2025 dataset
Level of theory: ωB97M-V/def2-TZVPD

Output
Max |F| = 6.0 eV/A
Energy = -1330.201049 a.u.
Energy above the lowest of the compared OMol25 structures with the same formula, charge and spin = 2.652 eV
HOMO = -0.345 hartree
HOMO-LUMO gap = 9.801 eV
Structure (SMILES) = O=S1(=O)CCN(CCN=C=S)CC1
Lowest unoccupied orbital energy = 0.015 hartree

ORCA input file:
```
! wB97M-V def2-TZVPD RIJCOSX def2/J DEFGRID3
* xyz 0 1
O -1.634 -2.903 2.086
O 0.288 -3.560 0.919
S 3.846 2.950 0.493
C 2.458 2.916 -0.127
N 1.318 3.000 -0.564
N -0.340 0.123 -0.391
C -0.049 2.579 -0.519
C -0.357 1.322 -1.241
C 0.798 -0.216 0.587
C -0.736 -0.976 -1.166
C 0.266 -0.988 1.843
C -1.481 -1.936 -0.311
S -0.612 -2.465 1.148
H -0.557 3.406 -1.048
H -0.468 2.460 0.390
H -1.507 1.426 -1.508
H 0.254 1.190 -2.147
H 1.650 -0.841 0.131
H 1.307 0.712 0.931
H -1.481 -0.727 -1.903
H 0.197 -1.394 -1.598
H -0.253 -0.274 2.488
H 1.115 -1.456 2.406
H -2.400 -1.459 -0.041
H -1.622 -2.890 -0.858
*
```

---

Entry 5:
Formula: C7H12N2O3S
Source: the Open Molecules 2025 dataset
Level of theory: ωB97M-V/def2-TZVPD

Output
Max |F| = 5.2 eV/A
Energy = -1007.051985 a.u.
Energy above the lowest of the compared OMol25 structures with the same formula, charge and spin = 0.869 eV
HOMO (alpha / beta) = -0.210 / -0.359 hartree
HOMO-LUMO gap (alpha / beta) = 6.222 / 6.441 eV
Lowest unoccupied orbital energy (alpha / beta) = 0.019 / -0.123 hartree

ORCA input file:
```
! wB97M-V def2-TZVPD RIJCOSX def2/J DEFGRID3
* xyz 0 3
C 2.632 -2.397 -0.560
C 1.953 -2.443 0.595
C 0.337 -1.119 -0.493
C -2.141 1.791 -1.002
C 1.319 -0.445 1.676
C 0.002 0.276 -0.802
C -1.579 0.449 -0.596
N 2.042 -1.702 -1.586
N 0.908 -1.524 0.723
O 1.026 -3.714 -2.751
O -0.316 -2.125 -1.137
O 0.366 -1.408 -3.349
S 0.848 -2.343 -2.442
H 3.661 -2.911 -0.539
H 2.179 -2.860 1.641
H -3.148 1.692 -0.884
H -1.887 2.769 -0.553
H -2.026 1.905 -1.982
H 0.677 0.341 1.636
H 1.136 -0.777 2.790
H 2.275 -0.116 1.486
H 0.535 0.930 -0.275
H 0.023 0.538 -1.834
H -1.908 -0.515 -1.015
H -1.680 0.346 0.395
*
```

---

Entry 6:
Formula: C7H12N2O3S2
Source: the Open Molecules 2025 dataset
Level of theory: ωB97M-V/def2-TZVPD

Output
Max |F| = 5.5 eV/A
Energy = -1405.297775 a.u.
Energy above the lowest of the compared OMol25 structures with the same formula, charge and spin = 1.659 eV
HOMO (alpha / beta) = -0.332 / -0.331 hartree
HOMO-LUMO gap (alpha / beta) = 7.623 / 8.016 eV
Lowest unoccupied orbital energy (alpha / beta) = -0.052 / -0.036 hartree

ORCA input file:
```
! wB97M-V def2-TZVPD RIJCOSX def2/J DEFGRID3
* xyz 0 1
C 0.068 -1.128 -0.395
C 0.396 0.210 -0.477
C -1.903 -0.302 -0.400
C 2.015 0.999 1.143
C 1.931 2.346 -0.849
C 0.958 -2.319 -0.405
C 1.771 0.875 -0.330
N -1.295 -1.373 -0.446
N -5.101 0.446 1.261
O -5.245 0.295 -1.294
O 1.722 -2.560 0.817
O 2.677 -0.003 -0.957
S -1.122 1.157 -0.315
S -4.590 -0.045 -0.064
H 1.734 0.132 1.606
H 3.094 1.051 1.238
H 1.505 1.855 1.513
H 2.852 2.704 -0.474
H 1.175 2.874 -0.345
H 1.876 2.480 -1.877
H 0.276 -3.291 -0.344
H 1.509 -2.359 -1.302
H -5.283 1.419 1.555
H 1.273 -3.134 1.485
H 2.748 -0.888 -0.374
H -5.041 -1.440 0.030
*
```

---

- Which value of max |F| does entry 6 give?
  5.5 eV/A